A | {"formula": "C5H7ClO2", "method": "the ωB97M-V functional and the def2-TZVPD basis", "elements": ["O", "C", "C", "O", "C", "C", "C", "Cl", "H", "H", "H", "H", "H", "H", "H"], "coordinates": [[-1.35518, -1.76214, -0.17894], [-0.41966, -0.75219, -0.24440], [-0.63454, 0.37505, -1.28103], [-0.00859, 1.51848, -0.77163], [0.10720, 1.50660, 0.56836], [0.04447, 0.02417, 0.93407], [0.95370, -0.78091, 0.29215], [2.44506, -0.47741, -0.45064], [-0.78337, -2.79093, -0.28721], [-1.60938, 0.58980, -1.40847], [-0.15017, 0.00997, -2.21165], [1.08186, 1.96895, 0.67506], [-0.49133, 2.17308, 1.31152], [-0.18550, 0.00310, 1.97707], [1.00544, -1.60563, 1.07573]], "smiles": "O[C@@]12COC[C@@H]1[C@@H]2Cl", "spin_multiplicity": 1, "homo_lumo_gap_ev": 9.87}



B | {"formula": "C5H7ClO2", "method": "the ωB97M-V functional and the def2-TZVPD basis", "elements": ["C", "C", "C", "C", "C", "O", "O", "Cl", "H", "H", "H", "H", "H", "H", "H"], "coordinates": [[0.89093, -0.52170, 0.80090], [-0.50897, 1.84249, 0.40855], [-0.13832, 0.46296, 0.16308], [1.92857, -0.92185, -0.19230], [-1.65168, -0.58712, -0.56885], [0.66971, -1.01491, 1.91196], [0.21234, 1.40407, -0.72707], [-3.05819, -0.18810, 0.42130], [-1.63534, 2.01883, 0.12188], [0.12592, 2.34639, 1.05997], [2.42848, -0.07922, -0.66989], [1.31201, -1.36668, -0.97822], [2.68561, -1.64843, 0.12420], [-1.48761, -1.62803, -0.38324], [-1.77347, -0.11870, -1.49226]], "spin_multiplicity": 1, "homo_lumo_gap_ev": 9.81}



Which one sits at the top of the stability order? B does.



A | {"formula": "CH4OP2", "method": "the ωB97M-V functional and the def2-TZVPD basis", "elements": ["C", "P", "H", "H", "H", "O", "P", "H"], "coordinates": [[-0.80715, -0.90122, -0.84239], [-0.46959, 0.20614, 0.33976], [-1.09842, -0.68934, -1.87860], [-0.90488, -1.88760, -0.64153], [-0.21700, -0.51714, 1.48100], [4.17621, -0.54521, -1.26673], [4.21635, 0.07370, 0.07272], [2.62999, 0.52420, 0.17035]], "smiles": "C=P.O=P", "spin_multiplicity": 1, "homo_lumo_gap_ev": 8.34}



B | {"formula": "CH4OP2", "method": "the ωB97M-V functional and the def2-TZVPD basis", "elements": ["C", "P", "P", "O", "H", "H", "H", "H"], "coordinates": [[0.31792, 0.48508, 0.08308], [-0.58899, 0.80421, 1.70401], [-1.98863, -0.54972, 1.34311], [-3.19397, -0.80440, 2.13043], [-0.37585, 0.79574, -0.72220], [0.59383, -0.53027, -0.11567], [1.34982, 1.02439, -0.02681], [-1.53414, -1.17773, 0.22010]], "smiles": "CP=[PH]=O", "spin_multiplicity": 1, "homo_lumo_gap_ev": 8.56}



Which one sits at the top of the stability order? B does.



A | {"formula": "C5H13N", "method": "the ωB97M-V functional and the def2-TZVPD basis", "elements": ["C", "C", "C", "H", "H", "H", "H", "H", "H", "C", "C", "N", "H", "H", "H", "H", "H", "H", "H"], "coordinates": [[-2.65080, -0.21506, -0.31276], [-1.82210, -1.21646, 0.30753], [-1.59723, -1.20352, 1.70934], [-2.38060, -0.00315, -1.34874], [-3.70461, -0.55486, -0.31381], [-2.74058, 0.71773, 0.23605], [-1.43693, -2.03495, -0.29688], [-1.03467, -2.01501, 2.14061], [-1.84867, -0.31577, 2.26345], [2.56045, 0.33594, 0.51949], [1.36964, 0.73429, -0.36605], [1.78572, 1.26958, -1.62875], [2.66390, -0.74120, 0.63734], [3.46797, 0.75539, 0.08992], [2.47985, 0.76578, 1.51535], [0.67343, -0.10732, -0.53885], [0.71295, 1.40074, 0.22488], [1.10904, 1.13183, -2.35867], [2.15422, 2.20220, -1.51664]], "s_squared": 0.75, "spin_multiplicity": 2, "homo_lumo_gap_ev": [6.46, 2.82], "charge": 1}



B | {"formula": "C5H13N", "method": "the ωB97M-V functional and the def2-TZVPD basis", "elements": ["C", "C", "N", "C", "C", "C", "H", "H", "H", "H", "H", "H", "H", "H", "H", "H", "H", "H", "H"], "coordinates": [[-0.55920, -0.78015, -2.22830], [-1.16376, 0.26919, -1.25867], [-0.79919, 0.01549, 0.10705], [0.75096, 1.42766, 1.31009], [0.57081, 0.08792, 0.54974], [0.82936, -1.10795, 1.51199], [0.00164, -0.34276, -3.04659], [-0.02633, -1.52691, -1.65749], [-1.37825, -1.33516, -2.66267], [-2.24126, 0.28901, -1.32820], [-0.81830, 1.27529, -1.52922], [-1.45304, 0.37084, 0.80707], [1.42212, 1.24776, 2.14613], [-0.16087, 1.85433, 1.74145], [1.11809, 2.19963, 0.64239], [1.22236, 0.11519, -0.31055], [1.81913, -0.96797, 1.93956], [0.79012, -2.03658, 0.97074], [0.07561, -1.05482, 2.29546]], "s_squared": 0.75, "spin_multiplicity": 2, "homo_lumo_gap_ev": [12.96, 9.33], "charge": 1}



Which one sits at the top of the stability order? B does.



A | {"formula": "C5H6OS2", "method": "the ωB97M-V functional and the def2-TZVPD basis", "elements": ["O", "C", "C", "C", "C", "S", "S", "C", "H", "H", "H", "H", "H", "H"], "coordinates": [[-1.41700, 1.55178, -0.67125], [-0.16825, 1.28028, -0.03782], [0.49786, 0.07764, -0.65365], [0.28733, -1.07763, -0.01069], [0.71067, -2.41110, -0.44881], [1.59693, -2.75943, -1.75778], [-0.62213, -0.91138, 1.49713], [-0.45592, 0.91696, 1.41227], [-1.26425, 1.59445, -1.63765], [0.43399, 2.18618, -0.08814], [1.03317, 0.12819, -1.62373], [0.38218, -3.19991, 0.21642], [0.35689, 1.22264, 2.06050], [-1.37147, 1.40132, 1.74319]], "smiles": "O[C@@H]1C=C(C=S)SC1", "spin_multiplicity": 1, "homo_lumo_gap_ev": 7.52}



B | {"formula": "C5H6OS2", "method": "the ωB97M-V functional and the def2-TZVPD basis", "elements": ["C", "C", "C", "C", "C", "H", "H", "H", "H", "H", "H", "O", "S", "S"], "coordinates": [[-1.12569, 1.54349, -0.50653], [-0.46864, 0.17252, -0.42660], [-0.51930, -1.03671, -1.04220], [0.36135, -1.85420, -0.14297], [0.50673, -1.23831, 0.98760], [1.64847, 2.08258, -0.24131], [-1.80915, 1.31132, -1.34563], [-1.62262, 1.88420, 0.37400], [-1.10363, -1.02401, -2.01387], [0.64129, -2.94769, -0.52462], [1.88479, 0.33015, 2.75119], [-0.00543, 0.02872, 0.82584], [0.28873, 2.53739, -1.13202], [1.32310, -1.78944, 2.43712]], "spin_multiplicity": 1, "homo_lumo_gap_ev": 6.26}



Which one sits at the top of the stability order? A does.



A | {"formula": "C4H12N2O", "method": "the ωB97M-V functional and the def2-TZVPD basis", "elements": ["C", "C", "C", "O", "N", "C", "N", "H", "H", "H", "H", "H", "H", "H", "H", "H", "H", "H", "H"], "coordinates": [[0.10492, 0.31130, -0.76131], [-1.36640, 0.65519, -0.74488], [-2.02901, 0.00279, 0.60219], [-2.45498, -1.44026, -0.04246], [0.88910, 1.07099, 0.28262], [2.22630, 0.64184, 0.19478], [2.53638, -0.72875, 0.45598], [0.61577, 0.25620, -1.72254], [0.20991, -0.80641, -0.23774], [-1.31174, 1.79829, -0.76866], [-1.93523, 0.08973, -1.53073], [-1.20562, 0.48870, 1.34926], [-2.95529, 0.45831, 0.70558], [-2.14616, -1.06602, 1.04980], [0.22289, -1.64062, -0.01711], [2.72850, 1.35441, 0.92006], [2.58065, 0.99796, -0.79647], [3.37774, -1.04833, -0.07561], [1.86514, -1.42250, 0.54893]], "s_squared": 0.76, "spin_multiplicity": 2, "homo_lumo_gap_ev": [7.25, 6.16], "charge": 1}



B | {"formula": "C4H12N2O", "method": "the ωB97M-V functional and the def2-TZVPD basis", "elements": ["N", "C", "C", "O", "C", "N", "C", "H", "H", "H", "H", "H", "H", "H", "H", "H", "H", "H", "H"], "coordinates": [[1.59225, -0.73180, 0.53502], [0.13896, -0.81999, 0.17572], [-0.13744, -2.14183, -0.57197], [-1.42899, -2.20685, -1.10848], [-0.28126, 0.38904, -0.66336], [-0.75562, 1.54938, 0.02879], [0.11738, 2.42542, 0.74316], [1.78567, -1.66712, 0.87971], [1.64497, -0.09663, 1.31267], [-0.33292, -0.87108, 1.14649], [0.64332, -2.25975, -1.33242], [-0.07127, -2.92698, 0.17788], [-1.84798, -1.33828, -1.08612], [-1.07391, 0.16904, -1.38626], [0.55470, 0.66844, -1.31440], [-1.65497, 1.87270, -0.27628], [1.12431, 2.03291, 0.63063], [-0.17013, 2.52041, 1.79319], [0.15291, 3.43295, 0.31603]], "s_squared": 0.75, "spin_multiplicity": 2, "homo_lumo_gap_ev": [10.65, 6.02], "charge": 1}



C | {"formula": "C4H12N2O", "method": "the ωB97M-V functional and the def2-TZVPD basis", "elements": ["N", "C", "C", "C", "O", "C", "N", "H", "H", "H", "H", "H", "H", "H", "H", "H", "H", "H", "H"], "coordinates": [[-0.26313, 1.95637, -0.11173], [-0.32219, 0.53661, -0.00448], [0.86178, -0.10864, -0.81185], [0.68609, -1.49222, -1.42475], [-0.09899, -1.48110, -2.61696], [-0.28954, -0.07430, 1.40882], [-1.18844, 0.69453, 2.30790], [-0.69691, 2.42842, 0.70036], [0.72428, 2.24134, -0.12417], [-1.29932, 0.26999, -0.43793], [0.87388, 0.54479, -1.68831], [1.79260, -0.06239, -0.26832], [1.63494, -1.97696, -1.69034], [0.23613, -2.18029, -0.69733], [0.36957, -0.90025, -3.21170], [-0.60618, -1.10152, 1.30292], [0.68342, -0.02962, 1.91076], [-2.13566, 0.33198, 2.19891], [-0.96232, 0.40327, 3.25822]], "s_squared": 0.76, "spin_multiplicity": 2, "homo_lumo_gap_ev": [11.24, 5.27], "charge": 1}



Which one sits at the top of the stability order? B does.



A | {"formula": "C5H9N5S", "method": "the ωB97M-V functional and the def2-TZVPD basis", "elements": ["C", "C", "C", "C", "C", "N", "N", "N", "N", "N", "S", "H", "H", "H", "H", "H", "H", "H", "H", "H"], "coordinates": [[0.03904, 0.24369, 3.66799], [0.91880, -0.08402, 0.60478], [-1.34002, 0.28968, 3.18230], [0.77249, 1.05335, -1.52186], [0.84694, -1.34099, -1.48722], [0.52279, 0.74933, 4.81976], [1.05890, -0.43323, 3.10728], [1.76704, 0.36326, 4.91320], [2.10994, -0.36120, 3.89765], [0.73866, -0.12464, -0.74963], [1.01890, -1.41595, 1.53206], [-2.06984, 0.83204, 3.78761], [-1.32876, 0.73347, 2.09008], [-1.90670, -0.66382, 3.09813], [1.82509, 1.39018, -1.64299], [0.30696, 0.75588, -2.44703], [0.18120, 1.83979, -1.05961], [1.88680, -1.45625, -1.88900], [0.54681, -2.14417, -0.82466], [0.35571, -1.28853, -2.35449]], "spin_multiplicity": 1, "homo_lumo_gap_ev": 9.27}



B | {"formula": "C5H9N5S", "method": "the ωB97M-V functional and the def2-TZVPD basis", "elements": ["C", "C", "C", "C", "C", "H", "H", "H", "H", "H", "H", "H", "H", "H", "N", "N", "N", "N", "N", "S"], "coordinates": [[2.73395, -0.01129, -0.32520], [1.14834, -1.54178, 0.78149], [0.47391, 0.65690, -0.28222], [-2.41065, -1.07535, -0.67854], [-2.02392, 0.76484, 0.13697], [2.70043, 0.42375, -1.32520], [3.35187, -0.91558, -0.10121], [3.07567, 0.87940, 0.31303], [-0.15260, -1.59703, 0.76291], [1.59587, -2.46732, 0.16945], [1.66779, -1.47680, 1.96292], [-2.89671, -1.90304, -1.08645], [-2.94992, 2.50119, 0.43815], [-1.43213, 2.70419, 0.33130], [1.35660, -0.31250, -0.00362], [-0.87326, 0.21777, -0.33409], [-1.15794, -1.01138, -0.93966], [-3.04181, -0.02895, -0.08068], [-2.01379, 2.00501, 0.75794], [0.84830, 2.18796, -0.49730]], "spin_multiplicity": 1, "homo_lumo_gap_ev": 9.29}



C | {"formula": "C5H9N5S", "method": "the ωB97M-V functional and the def2-TZVPD basis", "elements": ["S", "C", "N", "N", "N", "C", "C", "C", "C", "N", "N", "H", "H", "H", "H", "H", "H", "H", "H", "H"], "coordinates": [[5.65973, 0.80362, 0.31033], [4.24658, -0.01241, 0.27582], [3.90997, -1.29557, 0.52902], [2.84942, -1.53284, -0.10666], [2.34118, -0.53958, -0.73848], [0.85995, -0.15638, -0.99259], [-0.16830, -1.15751, -0.62363], [-1.01805, -0.38031, 0.48165], [0.04280, 0.66406, 1.03814], [0.72751, 1.07414, -0.18836], [3.25633, 0.46318, -0.64195], [0.91276, 0.20708, -2.03282], [0.27418, -1.94795, -0.09799], [-0.66381, -1.57511, -1.55940], [-1.67591, 0.23102, 0.03968], [-1.53432, -1.12151, 1.17322], [-0.45124, 1.56208, 1.57077], [0.74482, -0.00595, 1.71389], [0.44831, 1.90046, -0.70674], [3.23864, 1.10902, -1.20413]], "smiles": "S=c1nnn([C@H]2CCCN2)[nH]1", "spin_multiplicity": 1, "homo_lumo_gap_ev": 8.02}



Which one sits at the top of the stability order? B does.